[1]
C27H78O12 | ωB97M-V/def2-TZVPD

XYZ file:
```
117
C27H78O12 (ωB97M-V/def2-TZVPD)
C -2.482 -22.980 10.231
C -1.165 -23.484 9.583
C -1.071 -24.987 9.681
O -1.123 -22.999 8.237
H -3.275 -23.569 9.809
H -2.625 -21.917 10.072
H -2.427 -23.214 11.259
H -0.285 -23.050 10.088
H -2.064 -25.422 9.414
H -0.740 -25.313 10.703
H -0.354 -25.434 8.994
H -1.354 -22.021 8.131
C -5.657 -19.042 1.660
C -5.590 -18.648 3.103
C -5.529 -19.831 4.038
O -4.426 -17.817 3.333
H -6.512 -19.762 1.522
H -4.705 -19.540 1.404
H -5.755 -18.097 1.078
H -6.440 -17.993 3.369
H -4.608 -20.358 3.773
H -6.412 -20.440 3.985
H -5.439 -19.517 5.100
H -3.829 -18.278 2.729
C 1.534 -16.886 5.620
C 2.348 -16.657 6.902
C 2.980 -15.276 6.896
O 1.469 -16.803 7.992
H 0.715 -16.122 5.555
H 1.128 -17.916 5.715
H 2.057 -16.749 4.641
H 3.144 -17.383 7.077
H 2.142 -14.483 6.833
H 3.611 -15.085 6.028
H 3.575 -15.103 7.760
H 1.758 -16.218 8.642
C -0.120 -18.779 2.485
C -0.872 -20.092 2.365
O -2.304 -19.765 2.419
H -0.567 -18.254 3.350
H -0.140 -18.130 1.587
H 0.911 -18.970 2.717
H -0.665 -20.667 3.313
H -0.589 -20.743 1.532
H -2.675 -20.234 1.650
C -5.829 -22.528 6.725
C -6.657 -23.135 7.825
O -7.851 -22.434 8.176
H -5.733 -21.436 6.818
H -6.279 -22.726 5.730
H -4.839 -22.966 6.761
H -6.073 -23.172 8.735
H -6.914 -24.155 7.570
H -7.661 -21.498 8.240
C -3.513 -22.970 2.450
C -2.646 -22.817 3.692
O -2.902 -23.868 4.608
H -3.509 -23.999 2.126
H -2.968 -22.413 1.645
H -4.478 -22.479 2.580
H -2.863 -21.870 4.136
H -1.624 -22.918 3.375
H -2.130 -23.939 5.174
C -6.468 -16.926 6.589
C -5.234 -17.321 7.359
O -5.425 -17.198 8.795
H -6.219 -16.912 5.486
H -6.910 -15.967 6.783
H -7.224 -17.635 6.791
H -4.371 -16.666 7.147
H -5.021 -18.365 7.216
H -5.485 -16.267 8.945
C -2.099 -17.285 9.811
C -0.875 -18.072 10.158
O -0.269 -18.764 9.023
H -1.993 -16.372 9.211
H -2.554 -16.896 10.764
H -2.843 -17.919 9.331
H -1.113 -18.857 10.896
H -0.069 -17.439 10.714
H 0.445 -18.170 8.722
C -5.961 -21.111 10.837
C -5.369 -20.459 9.637
O -6.404 -19.712 8.996
H -6.754 -21.764 10.584
H -6.411 -20.311 11.492
H -5.154 -21.597 11.430
H -4.927 -21.207 8.971
H -4.580 -19.832 10.028
H -6.268 -18.783 9.284
C 1.578 -22.675 2.305
C 2.154 -22.935 3.673
O 1.500 -22.073 4.603
H 1.811 -21.655 2.002
H 0.511 -22.725 2.198
H 2.001 -23.312 1.575
H 3.240 -22.890 3.683
H 1.979 -23.995 3.920
H 1.012 -22.626 5.227
C -0.878 -26.179 5.811
C 0.285 -25.369 6.269
O 0.116 -23.960 6.096
H -1.137 -26.020 4.776
H -1.794 -25.885 6.366
H -0.711 -27.248 5.909
H 1.186 -25.682 5.661
H 0.578 -25.546 7.309
H -0.339 -23.677 6.922
C -2.244 -18.615 6.236
C -2.550 -20.058 6.592
O -1.744 -20.525 7.688
H -2.973 -18.361 5.439
H -1.230 -18.439 5.803
H -2.390 -17.933 7.079
H -2.435 -20.764 5.766
H -3.593 -20.081 6.921
H -1.212 -19.796 8.087
```

Computed properties:
max |F|	2.5	eV/Å
orbital gap	10.0	eV
HOMO	-9.540	eV
LUMO	0.4384	eV
ΔE to the lowest compared entry with this formula, charge and spin	32.5	kcal per mole
SMILES string	CC(C)O.CC(C)O.CC(C)O.CCO.CCO.CCO.CCO.CCO.CCO.CCO.CCO.CCO
energy	-1978.275456	hartree


[2]
C27H80B2F4N6O9 | ωB97M-V/def2-TZVPD

XYZ file:
```
128
C27H80B2F4N6O9 (ωB97M-V/def2-TZVPD)
B -21.293 -23.264 -1.263
H -20.279 -22.929 -1.714
H -21.070 -24.086 -0.464
H -21.637 -22.354 -0.632
H -22.023 -23.602 -2.105
B -20.097 -18.906 -0.415
F -21.202 -18.272 0.159
F -19.237 -19.454 0.546
F -20.493 -19.895 -1.337
F -19.249 -18.027 -1.166
C -19.047 -23.555 2.075
C -18.313 -22.369 1.454
O -18.406 -22.138 0.081
O -18.933 -24.663 1.168
H -20.110 -23.294 2.110
H -18.753 -23.687 3.120
H -17.286 -22.364 1.856
H -18.789 -21.583 2.057
H -18.610 -21.196 0.015
H -19.500 -25.368 1.496
C -18.998 -18.004 -4.337
O -17.828 -17.853 -3.544
H -19.873 -17.724 -3.736
H -18.841 -17.345 -5.191
H -19.241 -19.027 -4.646
H -17.979 -18.410 -2.766
C -23.316 -16.348 4.383
C -23.814 -17.620 3.707
C -24.038 -17.479 2.163
O -24.578 -18.590 1.551
C -25.959 -18.783 1.584
N -22.902 -18.747 3.990
H -23.434 -16.517 5.455
H -23.967 -15.500 4.137
H -22.309 -16.007 4.152
H -24.786 -17.952 4.092
H -23.045 -17.210 1.793
H -24.594 -16.533 2.061
H -26.188 -19.587 0.881
H -26.560 -17.947 1.209
H -26.405 -19.127 2.523
H -23.253 -19.411 3.296
H -21.948 -18.532 3.674
C -23.451 -18.042 -2.101
C -23.583 -19.601 -2.279
C -22.768 -20.024 -3.498
O -23.063 -21.369 -3.772
C -22.227 -22.019 -4.676
N -23.203 -20.323 -1.071
H -23.829 -17.637 -3.050
H -22.469 -17.629 -1.883
H -24.088 -17.746 -1.265
H -24.664 -19.689 -2.446
H -21.723 -19.908 -3.203
H -23.042 -19.383 -4.349
H -21.198 -22.043 -4.310
H -22.256 -21.561 -5.676
H -22.506 -23.066 -4.786
H -22.297 -19.998 -0.709
H -23.732 -19.761 -0.389
C -16.595 -14.318 -2.709
C -17.774 -14.975 -1.977
C -18.770 -15.426 -3.042
O -19.669 -14.415 -3.460
C -20.605 -14.948 -4.390
N -17.328 -16.195 -1.259
H -16.281 -14.913 -3.569
H -15.753 -14.234 -2.017
H -16.843 -13.315 -3.060
H -18.031 -14.152 -1.308
H -19.400 -16.309 -2.836
H -18.224 -15.896 -3.882
H -20.031 -15.254 -5.271
H -21.234 -14.139 -4.761
H -21.207 -15.734 -3.935
H -18.106 -16.517 -0.697
H -17.253 -16.852 -2.034
C -20.162 -15.268 0.785
C -19.220 -14.723 1.854
C -19.915 -13.870 2.952
O -20.978 -13.111 2.419
C -21.618 -12.378 3.434
N -18.430 -15.816 2.374
H -20.682 -14.550 0.157
H -20.903 -15.951 1.219
H -19.658 -15.983 0.134
H -18.657 -13.952 1.304
H -19.233 -13.239 3.530
H -20.304 -14.642 3.631
H -22.549 -12.011 3.005
H -20.990 -11.607 3.890
H -21.944 -12.993 4.284
H -17.752 -15.566 3.086
H -17.869 -16.243 1.644
C -19.691 -18.232 5.517
C -19.727 -19.170 4.305
C -20.441 -20.547 4.455
O -19.443 -21.552 4.442
C -18.931 -21.902 5.699
N -19.977 -18.314 3.138
H -19.003 -17.396 5.407
H -19.586 -18.879 6.392
H -20.656 -17.724 5.630
H -18.690 -19.442 4.053
H -21.075 -20.767 3.596
H -21.156 -20.449 5.279
H -18.418 -21.022 6.109
H -18.176 -22.675 5.533
H -19.693 -22.330 6.361
H -19.661 -17.363 3.086
H -19.849 -18.701 2.218
C -16.167 -25.674 -3.118
C -15.996 -24.581 -2.067
C -16.386 -23.153 -2.430
O -17.786 -23.055 -2.593
C -18.136 -21.863 -3.206
N -16.843 -24.978 -0.930
H -15.306 -25.707 -3.795
H -17.019 -25.472 -3.770
H -16.324 -26.653 -2.671
H -14.963 -24.422 -1.715
H -15.858 -22.906 -3.362
H -16.043 -22.502 -1.620
H -18.053 -20.966 -2.573
H -19.209 -21.787 -3.391
H -17.627 -21.684 -4.164
H -16.470 -24.598 -0.066
H -16.852 -25.975 -0.753
```

Computed properties:
max |F|	3.2	eV/Å
orbital gap	4.8	eV
HOMO	-0.981	eV
LUMO	3.7739	eV
total charge	-2
energy	-2531.494241	hartree


[3]
C27H80N2O13 | ωB97M-V/def2-TZVPD

XYZ file:
```
122
C27H80N2O13 (ωB97M-V/def2-TZVPD)
C 10.942 6.884 10.875
O 12.156 6.928 10.152
H 11.060 6.395 11.809
H 10.199 6.420 10.269
H 10.681 7.926 11.132
H 12.043 7.538 9.375
C 13.078 -0.078 13.670
O 12.363 0.972 12.924
H 12.645 -1.109 13.704
H 13.242 0.219 14.760
H 14.068 -0.160 13.229
H 12.793 1.780 12.762
C 12.010 3.493 10.139
O 12.677 4.438 9.394
H 12.625 2.734 10.700
H 11.366 2.794 9.486
H 11.615 4.141 10.893
H 12.397 5.304 9.665
C 11.283 0.039 9.875
O 11.036 -0.599 11.116
H 12.260 0.546 9.970
H 10.543 0.676 9.521
H 11.581 -0.588 9.035
H 11.417 -0.040 11.805
C 14.302 7.534 7.380
O 15.588 7.100 7.452
H 14.011 7.905 8.354
H 13.617 6.674 7.315
H 14.156 8.207 6.512
H 16.033 7.329 8.245
C 15.456 6.724 11.744
O 16.392 6.924 12.732
N 14.190 6.989 11.913
N 15.742 6.242 10.508
H 13.819 7.551 12.635
H 13.515 6.882 11.149
H 16.754 6.064 10.375
H 15.089 6.068 9.688
C 15.085 3.724 7.792
C 15.273 2.230 7.993
C 16.683 1.954 8.407
O 14.489 1.631 8.772
H 15.744 4.123 7.060
H 15.203 4.417 8.638
H 14.116 3.890 7.362
H 15.267 1.825 7.002
H 16.850 0.887 8.575
H 16.882 2.610 9.210
H 17.433 2.246 7.620
H 13.861 2.144 9.164
C 9.556 2.304 11.680
C 8.308 1.715 12.410
C 8.391 1.949 13.975
O 7.208 2.045 11.958
H 9.201 2.163 10.627
H 10.466 1.760 11.889
H 9.646 3.298 11.965
H 8.328 0.617 12.352
H 9.433 1.889 14.172
H 7.778 1.225 14.578
H 7.990 2.930 14.156
H 6.554 1.757 12.651
C 10.691 4.968 7.169
C 9.642 5.478 6.232
C 8.904 6.715 6.709
O 10.070 5.680 5.072
H 11.342 5.712 7.448
H 11.295 4.263 6.674
H 10.304 4.488 8.062
H 9.025 4.615 6.115
H 9.511 7.589 6.803
H 8.496 6.380 7.653
H 8.121 7.060 6.074
H 9.272 5.706 4.464
C 12.348 1.660 6.526
C 11.184 0.845 6.052
C 10.371 1.551 5.061
O 11.369 -0.338 5.635
H 12.283 2.298 7.338
H 12.663 2.067 5.582
H 13.085 0.963 6.866
H 10.491 0.695 6.863
H 10.953 1.694 4.159
H 10.029 2.545 5.278
H 9.479 0.994 4.874
H 10.562 -0.648 5.250
C 10.889 4.810 14.374
C 11.922 5.639 15.120
C 11.363 6.076 16.472
O 12.939 5.005 15.257
H 11.345 4.365 13.485
H 10.091 5.436 14.042
H 10.447 3.964 14.985
H 12.115 6.472 14.531
H 11.789 6.976 17.001
H 11.258 5.297 17.191
H 10.318 6.478 16.412
H 13.300 4.897 14.390
C 8.445 2.182 7.729
C 7.375 1.327 8.415
C 6.067 1.635 7.776
O 7.554 0.120 8.247
H 8.426 1.821 6.747
H 9.445 2.175 8.194
H 8.105 3.134 7.618
H 7.364 1.507 9.535
H 6.029 1.602 6.700
H 5.870 2.647 8.074
H 5.209 0.978 7.955
H 6.893 -0.354 8.742
C 14.981 2.944 14.199
C 14.959 3.607 12.819
C 15.183 2.548 11.727
O 13.984 4.286 12.517
H 14.093 2.371 14.280
H 14.912 3.579 15.035
H 15.852 2.281 14.454
H 15.788 4.312 12.787
H 15.305 3.022 10.734
H 14.446 1.826 11.550
H 16.009 2.015 11.914
H 14.289 4.985 11.914
```

Computed properties:
max |F|	12.6	eV/Å
orbital gap	9.1	eV
HOMO	-9.215	eV
LUMO	-0.1134	eV
ΔE to the lowest compared entry with this formula, charge and spin	111.1	kcal per mole
energy	-2163.824216	hartree